Computed, not measured: a molecular structure, C32H35ClN8Pt, with the ωB97M-V functional and the def2-TZVPD basis.

CARTESIAN COORDINATES (ANGSTROEM)
Pt1 -1.08237 -0.14560 0.96042
C1 1.23127 0.83667 4.73105
C2 0.88038 2.22595 4.18537
C3 1.58684 2.46128 2.86914
C4 2.89985 2.92042 2.91204
C5 3.67806 3.01875 1.77223
C6 3.14291 2.61786 0.56219
C7 1.83539 2.15446 0.47652
C8 1.34826 1.72227 -0.88645
C9 2.09599 -0.60847 -0.49790
C10 1.03556 2.10624 1.62516
N1 -0.32423 1.69023 1.56003
C11 -1.25794 2.52310 1.98034
C12 -2.57887 2.10483 2.07376
C13 -3.76564 2.75018 2.48822
C14 -4.76347 1.79859 2.43294
C15 -4.15889 0.59864 1.99564
N2 -2.86049 0.78165 1.79227
H1 0.77128 0.68316 5.70656
H2 2.30960 0.71856 4.84028
H3 0.86777 0.05710 4.05664
H4 1.19508 2.98950 4.89717
H5 -0.20156 2.29679 4.10307
H6 3.31793 3.20126 3.87126
H7 4.68700 3.40390 1.82654
H8 3.74318 2.67907 -0.33985
H9 1.42956 2.54691 -1.58449
H10 0.30913 1.39433 -0.85859
H11 3.15912 -2.39770 -0.11087
H12 1.26027 -1.21347 -0.86223
H13 1.86645 -0.26153 0.50927
H14 -0.98324 3.54078 2.24521
H15 -3.85164 3.78056 2.79449
H16 -5.80406 1.91751 2.68440
H17 -4.62951 -0.36290 1.84901
N3 -2.85241 -3.88860 0.18803
C16 -2.18781 -4.23163 1.34065
C17 -1.45547 -3.14259 1.68050
N4 -1.66958 -2.15105 0.74468
C18 -2.52252 -2.62756 -0.14259
C19 -2.00759 -0.91805 -1.93912
N5 -1.89359 0.23628 -1.06059
C20 -2.34271 1.30883 -1.68952
C21 -2.73219 0.99510 -2.98841
N6 -2.52057 -0.32581 -3.16982
H18 -3.49367 -4.47658 -0.32144
H19 -2.29511 -5.19399 1.80737
H20 -0.79450 -3.00518 2.51767
H21 -2.38740 2.27488 -1.20959
H22 -3.13565 1.62954 -3.75944
H23 -2.75477 -0.84751 -3.99729
Cl1 -5.35044 -2.96011 -2.36282
C22 -3.64727 -2.80373 -2.36010
C23 -2.90143 -3.52224 -3.25586
C24 -1.51154 -3.48236 -3.39285
C25 -0.55651 -2.61866 -2.75711
N7 -0.70005 -1.51719 -2.10510
C26 -3.08046 -1.88126 -1.32162
H24 -3.43751 -4.20601 -3.90333
H25 -1.08126 -4.21448 -4.06439
H26 0.47948 -2.93723 -2.86427
H27 -3.88217 -1.23541 -0.95457
C27 4.46399 -0.78534 0.44391
C28 3.39797 -1.39736 -0.47848
C29 3.94316 -1.50777 -1.86252
C30 3.61421 -0.62459 -2.80772
C31 2.77998 0.52616 -2.50125
C32 2.74766 1.61532 -3.51820
N8 2.15126 0.58237 -1.36704
H28 5.35920 -1.40637 0.46143
H29 4.08197 -0.71107 1.46238
H30 4.74776 0.21262 0.10696
H31 4.68301 -2.27430 -2.06215
H32 4.05643 -0.66093 -3.79344
H33 3.67359 2.19404 -3.46917
H34 1.90510 2.29007 -3.42715
H35 2.72042 1.15887 -4.50747

Total charge: +2
2S+1: 5
Largest force on an atom: 0.41 eV/A
HOMO-LUMO gap (alpha / beta): 0.2535 / 0.2000 Ha

=====

Computed, not measured: a molecular structure, C46H43N6OSiSn at a distorted geometry, with the ωB97M-V functional and the def2-TZVPD basis.

CARTESIAN COORDINATES (ANGSTROEM)
Sn1 -1.06482 -0.23577 -3.12633
N1 5.52512 6.90758 0.41126
C1 4.90228 6.00542 0.02565
C2 3.99629 4.99409 -0.46103
C3 3.31712 4.20377 0.47077
C4 2.44355 3.24942 -0.01923
C5 2.22814 3.24569 -1.35603
C6 2.99377 3.94294 -2.31100
C7 3.89310 4.82978 -1.82754
C8 1.25995 2.20530 -1.89838
C9 1.65096 0.93224 -1.76011
C10 2.87114 0.46569 -1.12174
C11 2.85527 -0.90945 -1.38496
C12 1.66411 -1.25463 -2.14822
N2 1.00638 -0.18322 -2.30365
C13 0.22784 2.63812 -2.74292
C14 0.04228 3.99952 -3.10892
C15 -0.78190 3.99297 -4.25328
C16 -1.04335 2.66784 -4.57657
N3 -0.44475 1.87814 -3.62458
H1 3.51901 4.38798 1.51860
H2 1.89471 2.54848 0.63600
H3 2.80828 3.74536 -3.37442
H4 4.42020 5.46685 -2.51715
H5 3.55872 1.12736 -0.65533
H6 3.54435 -1.67405 -1.33088
H7 1.61339 -2.38547 -3.85399
H8 0.41032 4.75346 -2.46370
H9 -1.21563 4.77022 -4.93386
H10 -1.79047 2.17819 -5.21831
C17 -4.09474 2.48090 -1.33974
C18 -4.81514 1.53776 -0.60961
C19 -4.39292 0.25492 -0.45257
C20 -3.23083 -0.21618 -1.02472
C21 -2.42606 0.73046 -1.72376
C22 -2.86767 2.01968 -1.83462
C23 -2.84636 -1.64052 -0.99804
C24 -3.77840 -2.67209 -0.93151
C25 -3.38585 -3.89227 -0.52442
C26 -2.00676 -4.20081 -0.34721
C27 -1.58575 -5.46828 0.10479
C28 -0.22261 -5.55961 0.49194
C29 0.70662 -4.63218 0.09110
C30 0.34377 -3.44529 -0.78043
C31 -1.09623 -3.13958 -0.61492
N4 -1.51394 -1.91549 -0.89555
H11 -4.34746 3.52903 -1.53489
H12 -5.80584 1.77754 -0.22647
H13 -5.01874 -0.46527 -0.00003
H14 -2.26382 2.66667 -2.38227
H15 -4.82946 -2.27170 -1.09094
H16 -4.10701 -4.76187 -0.34051
H17 -2.39471 -6.17992 0.41769
H18 0.09879 -6.47134 1.06504
H19 1.71433 -4.55944 0.46814
H20 0.91022 -2.59919 -0.31518
C32 2.30384 0.74301 6.96624
C33 2.15476 2.20149 6.49253
N5 0.95156 2.36011 5.62468
C34 -0.27739 2.74375 6.25142
C35 -1.27487 1.68485 6.53077
C36 1.21126 2.22884 4.29182
O1 2.35926 1.98163 3.93523
C37 0.13742 2.14185 3.24077
C38 0.08178 1.00217 2.43312
C39 -0.95779 0.93913 1.46515
C40 -1.91501 1.94032 1.46416
N6 -1.78921 3.07230 2.14236
C41 -0.80643 3.16792 2.99755
H21 3.19927 0.66997 7.65069
H22 2.46151 -0.00118 6.19346
H23 1.35477 0.44049 7.37559
H24 3.08949 2.46800 6.03301
H25 1.99607 2.84023 7.40641
H26 -0.80123 3.42776 5.60170
H27 0.01320 3.45213 7.09941
H28 -1.50540 1.21232 5.52375
H29 -2.17992 2.27217 6.75986
H30 -1.02225 0.86894 7.28215
H31 0.79797 0.19718 2.37716
H32 -1.00653 0.14681 0.77493
H33 -2.90452 1.79104 0.97903
H34 -0.74592 4.14000 3.54305
C42 0.88231 -5.01261 -5.11323
Si1 0.18072 -5.10113 -3.34854
C43 0.74503 -6.70657 -2.52064
C44 -1.64482 -5.13449 -3.56692
C45 0.71908 -3.53135 -2.25600
C46 1.38477 -2.50079 -2.79599
H35 0.76897 -5.97924 -5.59397
H36 2.01985 -4.78149 -5.06958
H37 0.38578 -4.27225 -5.73790
H38 1.80249 -6.57814 -2.29966
H39 0.72682 -7.66743 -3.09174
H40 0.09880 -6.87227 -1.57231
H41 -1.89790 -5.81354 -4.31893
H42 -2.05305 -4.14953 -3.93940
H43 -2.09336 -5.43210 -2.57267

Total charge: -1
2S+1: 1
Largest force on an atom: 4.06 eV/A
HOMO-LUMO gap: 0.1533 Ha

=====

Computed, not measured: C6H11NO2 in the gas phase at a distorted geometry, with the ωB97M-V functional and the def2-TZVPD basis.

CARTESIAN COORDINATES (ANGSTROEM)
C1 -2.60506 -0.68030 -0.83866
C2 1.66920 1.48086 -0.02777
C3 1.56406 -1.03787 -0.28355
C4 -0.57054 0.32205 -0.18436
C5 0.51612 0.16103 1.74752
C6 0.89338 0.20656 0.29051
O1 -0.96777 1.58880 -0.44565
O2 0.52950 -1.08387 2.19539
N1 -1.25216 -0.72634 -0.34356
H1 -1.88431 1.59401 -0.75496
H2 0.22988 -1.11388 3.12042
H3 -2.96401 -1.70481 -0.89677
H4 -3.26482 -0.12080 -0.16761
H5 -2.66836 -0.23556 -1.83719
H6 2.69045 1.37424 0.33022
H7 1.68548 1.65732 -1.10078
H8 2.51040 -1.21410 0.23166
H9 0.91752 -1.90308 -0.15003
H10 1.75615 -0.89897 -1.34909
H11 1.21488 2.33472 0.46426

2S+1: 1
Largest force on an atom: 1.07 eV/A
HOMO-LUMO gap: 0.3314 Ha

=====

The records above give, respectively, energy values of -61425.932 -73095.688 -11982.685 eV.